The following is a DFT calculation (ωB97M-V with the def2-TZVPD basis set) of a molecular structure, C49H52F5N3O4PPtTe.

Multiplicity: 3
Energy relative to the best compared isomer or geometry (same formula, charge and spin) (kcal per mole): 8.0
Molar mass (g mol⁻¹): 1195.6
Total charge: -1
E_HOMO (alpha / beta) (eV): -5.72 / -6.02

The geometry in XYZ format:
```
116
Properties=species:S:1:pos:R:3:forces:R:3:lowdin_spin:R:1
Pt -0.37310 -0.21780 -0.23840 -1.2 -0.4 0.0 0.726
C -3.00430 1.11050 2.44560 0.0 0.1 0.1 0.001
C -1.91770 2.03590 2.98960 -0.1 0.1 -0.2 0.000
C -1.65430 3.14650 1.97370 0.0 -0.1 0.1 0.000
C -0.62210 1.36100 3.40080 0.0 -0.2 0.1 0.000
C 0.10400 1.96120 4.42380 0.1 0.1 0.0 0.000
C 1.24670 1.39410 4.95220 -0.2 -0.1 0.1 0.000
C 1.65220 0.15100 4.50650 0.0 0.1 0.0 0.000
C 0.96120 -0.49510 3.49580 -0.2 0.1 -0.4 0.001
C 1.32630 -1.92180 3.15960 0.1 -0.2 0.1 0.000
C 2.80820 -2.10320 2.86050 -0.3 0.1 -0.1 0.000
C 0.88420 -2.81560 4.32150 -0.1 0.0 -0.2 0.000
C -0.13510 0.15080 2.88410 0.3 0.4 0.9 0.004
N -0.75150 -0.50380 1.80380 0.1 0.1 -1.0 0.021
C -1.46830 -1.60780 2.08390 -0.2 0.5 0.3 0.005
O -1.88770 -1.93900 3.18850 0.0 -0.3 -0.3 0.008
C -1.70580 -2.44840 0.86730 -0.1 -0.3 0.0 0.001
C -2.46330 -3.61080 0.84560 0.1 0.2 0.0 0.000
C -2.57770 -4.31890 -0.34240 0.2 0.3 0.0 -0.002
C -1.93610 -3.83860 -1.47600 0.1 0.1 0.1 0.000
C -1.19780 -2.67230 -1.38360 -0.1 -0.2 0.0 0.002
N -1.07850 -2.00910 -0.22940 -1.1 -2.1 0.1 0.005
C -0.57020 -1.98950 -2.55480 0.2 0.0 -0.3 0.004
O -0.51740 -2.51590 -3.66230 -0.2 -0.1 0.3 0.002
N -0.11910 -0.77380 -2.22720 0.1 0.5 0.8 0.020
C 0.25700 0.10350 -3.25030 0.4 0.0 -1.0 0.071
C 1.61350 0.33060 -3.51690 0.0 -0.1 0.0 -0.002
C 1.95770 1.17830 -4.55950 -0.1 -0.2 0.2 0.048
C 0.98490 1.81370 -5.31180 -0.2 -0.1 -0.1 0.011
C -0.34800 1.57300 -5.06140 0.3 0.2 -0.2 0.031
C -0.75150 0.72240 -4.03380 0.1 -0.5 -0.3 0.059
C -2.20470 0.31840 -3.96740 -0.3 -0.3 -0.2 0.002
C -3.14270 1.52130 -3.92690 0.2 -0.1 0.2 0.008
C -2.53230 -0.56960 -5.17390 0.2 -0.1 0.1 0.001
C 2.66500 -0.40490 -2.72280 0.1 0.0 0.0 0.000
C 3.97320 0.37410 -2.62090 -0.3 0.0 0.1 0.000
C 2.90550 -1.77380 -3.37010 -0.1 0.0 0.2 -0.001
H -3.95750 1.63600 2.45180 -0.1 0.1 0.0 0.000
H -3.10430 0.20980 3.04550 -0.1 -0.1 0.1 0.000
H -2.78670 0.84270 1.41570 -0.1 0.0 -0.1 0.000
H -2.30740 2.50080 3.90730 0.1 -0.1 -0.1 0.000
H -1.15130 2.74530 1.09580 0.0 0.1 0.1 0.000
H -1.02720 3.92600 2.39640 0.0 0.1 0.0 0.000
H -2.59240 3.58440 1.64330 -0.1 0.1 -0.1 0.000
H -0.24290 2.90420 4.81960 -0.1 0.2 0.0 0.000
H 1.79160 1.89800 5.73980 0.0 0.0 0.0 0.000
H 2.50420 -0.32930 4.96570 0.1 -0.1 0.0 0.000
H 0.78550 -2.23100 2.25910 0.1 0.0 0.2 0.001
H 3.43280 -1.80230 3.69830 0.1 0.0 0.1 0.000
H 3.06330 -1.49880 1.99840 0.1 0.0 -0.1 0.000
H 3.01570 -3.14870 2.63860 0.1 -0.1 0.0 0.000
H 1.38780 -2.52550 5.24050 0.1 0.0 0.1 0.000
H 1.12090 -3.85590 4.10660 0.0 -0.2 0.0 0.000
H -0.18740 -2.71570 4.46950 0.0 -0.1 0.1 0.000
H -2.95010 -3.92130 1.75680 0.0 0.0 0.1 0.000
H -3.17100 -5.21920 -0.38810 0.0 -0.1 0.0 0.000
H -1.99280 -4.32580 -2.43530 0.0 0.0 -0.1 0.000
H 2.99880 1.36690 -4.76930 0.1 0.0 0.0 0.003
H 1.27280 2.48890 -6.10470 0.0 0.1 0.0 0.000
H -1.09820 2.04080 -5.67720 -0.1 0.1 0.0 0.000
H -2.37560 -0.27630 -3.06790 0.1 0.2 -0.1 0.000
H -3.13360 2.07050 -4.86580 0.0 0.1 -0.1 0.001
H -2.84200 2.20190 -3.13040 -0.7 0.1 -0.3 0.005
H -4.15920 1.18340 -3.73210 -0.1 0.0 0.1 0.000
H -2.44700 -0.00440 -6.09840 0.0 0.1 -0.2 0.000
H -3.55100 -0.94140 -5.08990 -0.2 0.0 0.0 0.000
H -1.85380 -1.41790 -5.21490 0.0 -0.1 -0.1 0.000
H 2.28230 -0.54700 -1.70290 0.1 0.0 -0.2 0.003
H 4.52330 0.37100 -3.56150 0.1 0.0 -0.1 0.000
H 4.60960 -0.07100 -1.86070 0.1 -0.1 0.1 0.000
H 3.76770 1.40150 -2.33440 0.1 0.2 0.1 0.000
H 3.34680 -1.65040 -4.35840 0.0 0.0 -0.1 0.000
H 1.97610 -2.32360 -3.48930 -0.1 -0.1 0.0 0.000
H 3.58540 -2.36820 -2.76390 0.2 -0.1 0.1 0.000
F -0.26290 4.12190 -1.04610 0.0 -0.9 0.2 -0.004
Te -0.77030 2.41910 -1.87280 1.0 6.7 0.2 0.156
F -0.96570 3.84500 -3.46320 -0.2 -1.5 0.9 0.174
F -2.34930 0.91730 -1.16870 1.3 -1.1 0.5 0.260
F 1.17960 2.75640 -2.42340 -1.0 -0.6 0.2 0.045
F -2.48950 3.38920 -1.29610 0.9 -1.2 -0.5 0.089
O 0.08590 1.65660 -0.32780 0.0 0.7 -0.2 0.223
O 2.82160 0.73980 0.50020 -0.4 -0.8 -0.4 0.011
P 3.63130 1.77830 1.15430 0.7 1.0 0.5 0.001
C 2.67870 3.11000 1.95260 0.4 -0.5 -0.2 0.000
C 2.76810 3.51940 3.27400 0.2 0.0 0.0 0.000
C 2.05740 4.62810 3.69890 0.1 0.1 0.2 0.000
C 1.26200 5.33230 2.81110 0.0 0.0 0.0 0.000
C 1.13570 4.89900 1.50170 0.0 0.1 -0.1 0.000
C 1.83330 3.78340 1.07690 -0.1 -0.1 -0.1 0.001
C 4.87120 1.01920 2.27390 -0.3 0.1 -0.2 0.000
C 5.24100 -0.26940 1.90490 -0.1 -0.1 0.0 0.000
C 6.21700 -0.96010 2.59690 0.1 0.0 0.0 0.000
C 6.84230 -0.36040 3.67690 0.1 0.0 0.0 0.000
C 6.51340 0.93920 4.02270 0.1 0.1 0.2 0.000
C 5.54720 1.63580 3.31550 0.0 0.1 0.1 0.000
C 4.78550 2.66400 0.01700 -0.3 -0.2 0.4 0.000
C 5.93290 1.98350 -0.37470 0.1 0.0 0.0 0.000
C 6.85180 2.57210 -1.22250 0.1 -0.1 0.0 0.000
C 6.63360 3.85700 -1.69310 0.0 0.0 0.0 0.000
C 5.48970 4.53760 -1.31430 0.0 0.1 -0.1 0.000
C 4.57050 3.94830 -0.46180 0.0 0.0 0.0 0.000
H 3.37180 2.97080 3.98020 0.0 0.0 0.0 0.000
H 2.12220 4.94240 4.73240 0.0 0.0 0.1 0.000
H 0.71740 6.20400 3.14820 0.0 0.0 0.0 0.000
H 0.48820 5.41020 0.80780 -0.1 0.0 -0.1 0.000
H 1.70930 3.41620 0.06860 -0.1 0.1 -0.2 0.001
H 4.74890 -0.71710 1.05290 0.0 -0.1 0.0 0.000
H 6.48250 -1.96190 2.29160 0.0 -0.1 0.0 0.000
H 7.60060 -0.89130 4.23300 0.1 -0.1 0.1 0.000
H 7.01720 1.42150 4.84830 0.1 0.0 0.1 0.000
H 5.33860 2.66310 3.57080 0.0 0.1 0.0 0.000
H 6.11560 0.98450 -0.00660 0.1 0.0 0.0 0.000
H 7.73840 2.02420 -1.50980 0.1 0.0 0.0 0.000
H 7.35170 4.32480 -2.35280 0.0 0.0 0.0 0.000
H 5.30430 5.53580 -1.68310 0.0 0.1 0.0 0.000
H 3.68550 4.49260 -0.17590 0.0 0.1 0.0 0.000
```
Forces are in eV/Å.